This record from the OMol25 dataset describes 2 unconnected molecules or ions with the total composition C7H13BClF4N at a distorted geometry. The level of theory is ωB97M-V/def2-TZVPD.

Geometry as XYZ:
```
27
Properties=species:S:1:pos:R:3:lowdin_charge:R:1
C 3.697 -0.899 0.373 -0.14
C 3.078 -0.797 -1.147 -0.27
C 1.871 0.305 -1.320 -0.61
Cl 1.634 0.627 -3.130 0.54
C 0.548 -0.255 -0.532 -0.27
C -0.557 0.788 0.083 0.16
N -1.627 -0.053 0.403 0.07
C -1.452 -1.550 0.078 -0.10
C -0.416 -1.386 -1.224 -0.12
H 4.592 -1.670 0.390 0.09
H 2.912 -1.317 1.170 0.08
H 4.070 0.126 0.807 0.09
H 3.993 -0.530 -1.864 0.12
H 2.688 -1.874 -1.464 0.12
H 2.198 1.306 -0.791 0.13
H 0.908 -0.823 0.454 0.15
H -0.490 1.945 0.273 0.19
H -2.501 0.306 0.853 0.14
H -2.492 -1.929 -0.309 0.15
H -0.962 -2.201 0.950 0.16
H -0.987 -1.020 -2.183 0.13
H 0.297 -2.317 -1.422 0.14
B -4.201 2.644 1.910 -1.04
F -5.120 3.344 1.029 0.03
F -4.176 1.232 1.563 0.02
F -2.867 3.202 1.762 0.02
F -4.639 2.796 3.288 0.04
```

**LUMO level**: -2.2 eV

=====

This record from the OMol25 dataset describes 2 unconnected molecules or ions with the total composition C7H13BF4NO2 at a distorted geometry. The level of theory is ωB97M-V/def2-TZVPD.

Geometry as XYZ:
```
28
Properties=species:S:1:pos:R:3:lowdin_charge:R:1
N -3.029 -1.075 -2.463 -0.07
C -1.592 -0.634 -2.283 -0.30
C -1.362 0.470 -1.078 -0.19
C 0.160 0.466 -0.466 -0.17
C 0.369 -0.462 0.870 -0.23
C 2.031 -0.390 1.052 -0.12
O 2.588 -1.580 0.328 -0.12
C 1.507 -2.419 -0.261 -0.25
O 1.504 -3.218 -1.333 -0.04
C 0.269 -2.095 0.771 -0.08
H -3.504 -1.058 -1.531 0.05
H -3.047 -2.061 -2.847 0.07
H -1.254 -0.106 -3.293 0.12
H -0.851 -1.534 -2.078 0.10
H -1.530 1.544 -1.571 0.12
H -2.200 0.396 -0.232 0.12
H 0.386 1.591 -0.138 0.12
H 0.929 0.232 -1.342 0.14
H -0.198 -0.121 1.842 0.16
H 2.349 -0.356 2.200 0.15
H 2.401 0.507 0.392 0.14
H -0.767 -2.621 0.633 0.12
H 0.691 -2.513 1.804 0.14
B 0.830 3.407 2.204 -1.06
F 1.194 2.251 3.008 0.02
F 1.752 3.530 1.087 0.02
F -0.523 3.241 1.700 0.02
F 0.898 4.607 3.023 0.02
```

**LUMO level**: 3.0 eV
**Net charge**: -1

=====

This record from the OMol25 dataset describes a molecular structure, C7H13BN4Sn at a distorted geometry. The level of theory is ωB97M-V/def2-TZVPD.

Geometry as XYZ:
```
26
Properties=species:S:1:pos:R:3:lowdin_charge:R:1
Sn -0.249 -0.407 -1.320 1.64
C -0.231 -0.266 -4.112 -0.08
H 0.818 -0.124 -3.866 0.03
H -0.479 -1.310 -4.300 0.06
H -0.504 0.367 -4.966 0.08
H -0.969 0.188 -3.212 -0.09
H -1.415 0.584 -2.169 0.11
B -0.249 1.482 1.587 -0.34
N 1.109 1.023 0.933 -0.03
C 2.280 0.869 1.555 0.04
C 3.197 0.319 0.662 0.02
C 2.544 0.139 -0.534 -0.09
N 1.280 0.661 -0.399 -0.14
N -1.148 0.187 1.579 -0.04
C -1.908 -0.288 2.576 0.03
C -2.454 -1.510 2.182 0.02
C -1.971 -1.779 0.913 -0.08
N -1.126 -0.763 0.577 -0.17
H -0.749 2.429 1.045 0.08
H -0.008 1.746 2.753 0.10
H 2.397 1.154 2.598 0.17
H 4.228 0.083 0.870 0.14
H 2.876 -0.300 -1.464 0.13
H -2.000 0.260 3.507 0.16
H -3.124 -2.125 2.751 0.13
H -2.147 -2.620 0.256 0.13
```

**LUMO level (alpha / beta)**: -12.5 / -12.8 eV
**Net charge**: +2

=====

This record from the OMol25 dataset describes a molecular structure, C7H13BeNO2P at a distorted geometry. The level of theory is ωB97M-V/def2-TZVPD.

Geometry as XYZ:
```
25
Properties=species:S:1:pos:R:3:lowdin_charge:R:1
C 0.301 0.880 -2.181 -0.14
C 1.456 1.277 -2.776 -0.26
C 2.667 1.505 -2.078 -0.16
C 2.885 1.170 -0.721 -0.25
C 1.943 0.610 0.084 -0.08
Be 0.411 0.668 -0.534 0.03
P -1.482 -1.931 -2.275 0.67
H -0.618 0.788 -2.767 0.00
H 1.509 1.469 -3.859 0.07
H 3.512 1.930 -2.635 0.08
H 2.201 0.216 1.072 0.03
H 3.895 1.385 -0.334 0.07
H -1.663 -3.316 -2.008 -0.19
H -2.271 -1.970 -3.464 -0.19
H -2.554 -1.511 -1.430 -0.16
N -1.137 -0.704 3.616 0.04
C -1.770 0.058 2.503 -0.20
C -0.841 -0.177 1.325 -0.59
O -0.079 -1.150 1.400 -0.03
O -0.887 0.700 0.354 -0.06
H -0.935 -1.673 3.319 0.08
H -1.712 -0.706 4.458 -0.02
H -0.236 -0.275 3.868 0.06
H -2.755 -0.363 2.301 0.09
H -1.840 1.118 2.761 0.10
```

**LUMO level (alpha / beta)**: 3.3 / 3.2 eV
**Net charge**: -1